Molecular formula: C2H3N3OS
Method: DFT, ωB97M-V with the def2-TZVPD basis set

HOMO   -10.2993 eV
2S+1   1
Frontier orbital gap   9.45 eV
E_LUMO   -0.848 eV

XYZ file:
```
10
Properties=species:S:1:pos:R:3:forces:R:3:lowdin_charge:R:1
C 0.08464 -0.17984 -0.03903 -0.6 1.0 1.2 -0.078
N -0.59574 -1.12215 -0.81820 -0.1 -1.2 0.7 -0.111
N -1.50661 -1.73786 -0.23335 1.6 -0.2 -4.3 -0.554
O -1.85841 -1.75340 0.88433 -1.5 -0.4 2.8 0.035
S -2.21078 -2.79395 -1.64223 0.1 0.9 -0.4 0.956
C -1.49678 -1.70807 -2.82285 -1.6 -2.3 1.7 -0.635
N -1.14137 -1.02564 -3.65996 0.5 0.9 -1.6 0.099
H 0.30185 -0.47353 1.00922 -0.9 0.4 -0.3 0.098
H 1.04161 -0.13270 -0.46425 1.2 0.9 -0.9 0.063
H -0.58489 0.70517 -0.22839 1.3 0.0 1.0 0.127
```
Positions in Å, forces in eV/Å.

Molecular formula: C17H24CsF5N3NbO
Method: DFT, ωB97M-V with the def2-TZVPD basis set

HOMO   -15.4776 eV
2S+1   1
Frontier orbital gap   7.23 eV
E_LUMO   -8.251 eV
Total charge   +2

XYZ file:
```
52
Properties=species:S:1:pos:R:3:forces:R:3:lowdin_charge:R:1
N -1.89652 -0.08717 0.80115 1.1 0.3 -0.2 -0.098
C -2.87221 -0.81833 0.78744 -1.9 -2.7 -0.8 -0.391
O -3.76655 -1.59158 0.71012 2.2 2.4 0.5 0.205
Cs -1.97609 2.38885 3.09626 -0.5 0.3 0.1 1.089
Nb 0.09158 0.07774 0.43961 -1.7 -0.9 -2.1 1.793
N 0.09698 1.79285 -0.52203 1.1 -1.4 2.0 -0.243
N 0.62696 -1.45408 -0.69369 0.3 1.6 1.9 -0.233
C -0.49871 2.61318 -1.57919 -0.3 0.1 -0.9 -0.652
C 0.07629 -2.45976 -1.60261 -0.3 -0.6 -0.8 -0.657
C -0.18296 4.10066 -1.37452 0.0 0.0 0.1 -0.022
C 0.07814 2.16899 -2.92477 0.0 -0.2 -0.2 -0.022
C -2.01219 2.40441 -1.59096 -0.1 -0.1 0.1 -0.039
C -0.54510 -3.58010 -0.76732 -0.1 0.0 0.2 -0.021
C 1.16542 -3.08255 -2.47811 0.2 0.1 -0.2 -0.033
C -0.97538 -1.82135 -2.49974 -0.1 0.1 -0.1 -0.031
H -0.50329 4.45417 -0.38612 0.1 0.0 -0.2 0.092
H -0.72903 4.67367 -2.13511 0.2 -0.1 0.2 0.109
H 0.88568 4.30946 -1.50516 -0.2 0.0 0.1 0.094
H 1.15437 2.37364 -2.97031 -0.2 0.0 -0.2 0.087
H -0.42186 2.71755 -3.73377 0.3 -0.1 0.2 0.110
H -0.08444 1.09287 -3.07817 0.0 0.3 0.0 0.071
H -2.28330 1.34231 -1.67309 0.1 0.2 0.0 0.071
H -2.42926 2.93104 -2.46187 0.1 -0.2 0.3 0.108
H -2.48047 2.81384 -0.68503 0.1 -0.1 -0.2 0.080
H 0.22098 -4.06439 -0.14844 -0.3 0.0 -0.1 0.091
H -0.98206 -4.32563 -1.44349 0.2 0.1 0.2 0.111
H -1.34313 -3.20271 -0.11631 0.1 -0.1 -0.1 0.075
H 1.86616 -3.68675 -1.89060 -0.1 0.1 -0.1 0.092
H 1.72514 -2.31736 -3.02637 -0.1 -0.1 0.0 0.100
H 0.68528 -3.75079 -3.20545 0.2 0.2 0.2 0.109
H -1.38724 -2.60188 -3.15522 0.0 0.4 0.2 0.109
H -0.52932 -1.03410 -3.12237 -0.2 -0.2 0.1 0.077
H -1.80530 -1.39998 -1.91928 0.1 0.0 -0.1 0.069
C 1.54228 1.99657 -0.21379 -0.5 0.9 -0.3 -0.121
H 1.96395 1.13690 0.38766 0.1 0.3 0.0 0.061
H 2.15487 2.07719 -1.12382 -0.2 -0.3 0.3 0.110
H 1.68969 2.89983 0.39702 0.1 -0.5 0.0 0.103
C 1.94653 -1.77153 -0.08999 -0.4 -0.4 -0.4 -0.112
H 2.14194 -1.12028 0.78716 0.1 0.1 0.2 0.062
H 1.97897 -2.81194 0.26851 -0.1 0.4 0.2 0.107
H 2.77046 -1.62326 -0.80744 -0.4 0.2 0.3 0.112
F -0.38771 -2.16601 2.40929 0.7 1.0 0.7 0.053
C 0.10052 -1.15730 3.21556 0.0 -0.1 -0.7 -0.211
C 0.48414 0.05612 2.61416 0.6 -0.1 0.4 -0.205
C 0.89069 1.05813 3.51035 -0.9 0.7 -0.5 -0.301
F 0.97547 2.37259 3.02449 0.4 -1.5 0.5 -0.069
C 0.84066 0.90384 4.88819 -0.3 1.6 0.8 -0.130
F 0.86797 2.00785 5.70376 0.4 -1.5 -1.1 0.111
C 0.52702 -0.33786 5.43389 0.1 -0.5 1.2 -0.083
F 0.54723 -0.52579 6.76959 -0.1 0.3 -1.7 0.166
C 0.15311 -1.37956 4.58601 -0.2 -1.3 0.4 -0.103
F -0.15633 -2.59222 5.09390 0.3 1.4 -0.5 0.151
```
Positions in Å, forces in eV/Å.

Molecular formula: C9H20BN2O10PS2
Method: DFT, ωB97M-V with the def2-TZVPD basis set

HOMO   -8.9263 eV
2S+1   1
Frontier orbital gap   8.65 eV
E_LUMO   -0.281 eV

XYZ file:
```
45
Properties=species:S:1:pos:R:3:forces:R:3:lowdin_charge:R:1
C 6.85143 -1.85271 1.92683 0.0 1.6 -0.1 -0.066
C 5.74362 -1.39186 0.85813 2.7 -1.5 1.1 -0.211
O 4.55667 -1.08313 1.62077 -1.0 1.4 -2.3 0.044
B 3.73878 -0.12669 1.01950 0.6 -0.1 0.7 -0.486
O 4.15933 0.96817 0.23111 -0.3 -2.2 -0.1 0.151
C 2.12211 -0.25744 1.30335 0.2 0.7 -0.7 -0.321
N 1.58094 0.25024 2.59242 1.8 -0.7 1.5 0.177
C 2.39178 0.15418 3.53785 0.6 -1.2 -1.6 -0.259
O 3.27679 -0.05241 4.26147 -1.2 0.8 0.3 0.217
O 1.54194 0.71175 0.34964 -2.5 -2.1 1.0 -0.152
S -0.09706 0.33169 0.51362 -4.8 2.9 -2.7 0.758
O -0.75512 0.26300 -0.79596 2.6 -1.3 1.1 -0.277
O -0.88156 1.30707 1.26771 2.6 -2.1 0.8 -0.243
O -0.03329 -1.24328 1.13518 1.5 1.6 -0.3 -0.201
C 1.37066 -1.58448 0.87654 -0.2 -0.4 -1.3 -0.327
P 1.87817 -3.23346 1.61058 -0.4 -2.1 1.9 0.345
O 3.35097 -3.75773 0.96764 -2.3 0.7 0.4 -0.228
O 0.74296 -4.37216 1.09810 1.5 2.1 -0.7 -0.228
S 1.84404 -3.25954 3.54560 0.2 0.2 -0.9 0.353
H 6.39964 -2.35211 2.82709 0.4 0.2 -1.2 0.084
H 7.31226 -0.88257 2.30526 -0.4 -1.3 -0.3 0.083
H 7.68949 -2.43739 1.45302 -1.1 0.4 0.5 0.079
H 6.19587 -0.52024 0.31299 -0.9 -0.7 0.4 0.125
H 5.61834 -2.27281 0.15772 -0.6 1.2 0.7 0.125
H 4.03664 0.69835 -0.70607 0.1 0.8 0.6 0.137
H 1.33885 -1.77756 -0.24534 0.9 0.6 1.0 0.156
H 3.53539 -4.56307 1.50364 0.0 0.6 -0.3 0.080
H 0.54863 -4.27230 0.14264 0.0 -0.3 0.5 0.080
C -3.97683 2.48636 -0.91948 0.1 0.1 0.2 -0.071
C -5.08383 3.21220 -1.67952 0.2 -0.4 -0.2 -0.431
C -6.25753 2.29828 -2.08177 -0.1 0.3 -0.1 -0.209
O -5.98776 1.43971 -3.18196 -0.1 -0.1 0.3 -0.193
C -5.25351 0.27138 -2.85264 0.1 0.1 -0.4 -0.106
N -4.49930 3.88495 -2.84642 -0.3 0.0 -0.1 0.036
H -3.33456 1.89558 -1.57460 -0.1 0.0 0.0 0.061
H -3.32965 3.20822 -0.41488 -0.1 -0.1 -0.1 0.079
H -4.39242 1.82282 -0.15692 0.0 0.0 0.0 0.081
H -5.48547 3.97999 -1.00954 -0.1 0.0 -0.1 0.133
H -7.08378 2.93796 -2.40790 0.0 -0.1 -0.1 0.119
H -6.63046 1.72237 -1.22567 0.1 -0.1 0.0 0.118
H -5.51224 -0.11028 -1.86160 0.0 0.1 0.0 0.090
H -4.18212 0.46976 -2.91783 0.1 -0.1 0.2 0.075
H -5.49023 -0.49402 -3.59379 -0.1 0.1 0.0 0.085
H -5.21967 4.44798 -3.29375 0.1 0.1 0.1 0.069
H -4.29187 3.16564 -3.53849 0.1 0.1 0.1 0.069
```
Positions in Å, forces in eV/Å.

Molecular formula: CH9N2O
Method: DFT, ωB97M-V with the def2-TZVPD basis set

HOMO   -14.0118 eV
2S+1   1
Frontier orbital gap   10.40 eV
E_LUMO   -3.611 eV
Total charge   +1

XYZ file:
```
13
Properties=species:S:1:pos:R:3:forces:R:3:lowdin_charge:R:1
O 2.11122 -0.00110 -1.58377 1.5 -1.6 1.5 -0.078
H 3.01936 -0.47462 -1.55401 -2.3 1.4 -0.6 0.117
H -1.45138 -1.15601 -0.40859 0.1 0.1 0.3 0.168
H 1.93313 0.37436 -2.43618 0.5 0.1 -0.8 0.034
N -0.50840 -0.96286 -0.04744 0.7 -1.7 -0.5 0.187
C -0.45296 0.13409 1.00116 2.5 0.2 1.2 -0.260
N -1.49820 1.04467 0.95978 -1.4 -0.5 0.0 0.038
H -0.06294 -1.92659 0.17915 -0.9 2.0 0.2 0.217
H 0.09213 -0.64309 -0.84039 -0.3 -0.1 0.3 0.128
H -0.51316 -0.15289 2.07906 0.6 -1.1 -1.1 0.152
H 0.58838 0.52899 0.82158 -0.8 -0.2 0.1 0.135
H -1.89295 1.49641 0.19242 0.0 0.4 -2.1 0.075
H -1.36424 1.73863 1.63722 0.0 0.9 1.4 0.086
```
Positions in Å, forces in eV/Å.

Molecular formula: C23H27N2PS3Ti
Method: DFT, ωB97M-V with the def2-TZVPD basis set

⟨S²⟩   0.757
HOMO (spin up / spin down)   -17.4259 / -17.4271 eV
2S+1   2
Frontier orbital gap (spin up / spin down)   6.94 / 7.29 eV
E_LUMO (spin up / spin down)   -10.491 / -10.134 eV
Total charge   +3

XYZ file:
```
57
Properties=species:S:1:pos:R:3:forces:R:3:lowdin_charge:R:1
Ti 0.90277 -0.37891 0.23913 0.7 0.5 -0.2 0.577
C 1.73683 2.18848 2.29250 0.0 0.0 0.0 -0.429
C 1.62435 2.98296 1.00117 0.0 0.0 0.0 -0.405
S 0.70360 2.10243 -0.31138 0.0 0.1 0.0 0.903
C 1.76495 2.26896 -1.77675 0.0 0.0 0.0 -0.442
C 3.14838 1.66930 -1.62152 0.0 0.0 0.0 -0.424
S 3.07653 -0.06644 -1.06790 0.0 0.0 0.0 0.929
C 4.34302 -0.11844 0.23665 0.0 0.0 0.0 -0.442
C 4.04936 0.75771 1.44182 0.0 0.0 0.0 -0.422
S 2.37422 0.49049 2.12375 0.1 0.0 0.0 0.939
H 0.77011 2.07043 2.78131 0.0 0.0 0.0 0.067
H 2.39376 2.70369 2.99533 0.0 0.0 0.0 0.117
H 2.59778 3.25972 0.60009 0.0 0.0 0.0 0.085
H 1.08500 3.90942 1.19992 0.0 0.0 0.0 0.110
H 1.82646 3.32593 -2.03937 0.0 0.0 0.0 0.115
H 1.19861 1.77247 -2.56671 0.0 0.0 0.0 0.094
H 3.75873 2.22303 -0.91082 0.0 0.0 0.0 0.083
H 3.66762 1.68394 -2.58005 0.0 0.0 0.0 0.112
H 5.29704 0.15993 -0.21403 0.0 0.0 0.0 0.117
H 4.42892 -1.16906 0.51758 0.0 0.0 0.0 0.088
H 4.14896 1.81672 1.21311 0.0 0.0 0.0 0.085
H 4.75582 0.52957 2.24032 0.0 0.0 0.0 0.111
N -1.50847 -2.11304 -0.79799 -0.1 0.1 -0.2 -0.071
P -1.42503 -0.40807 -0.79429 0.0 -0.4 0.6 1.022
C -2.95864 0.17041 -1.46197 0.1 0.2 -0.3 -0.378
C -2.97729 0.73741 -2.73910 0.0 0.0 0.0 -0.074
C -4.19042 1.10996 -3.29458 0.0 0.0 0.0 -0.033
C -5.36580 0.91312 -2.58209 0.0 0.0 0.0 -0.010
C -5.34526 0.34589 -1.31036 0.0 0.0 0.0 -0.028
C -4.14298 -0.02366 -0.73676 0.0 0.0 -0.1 -0.077
C -1.44254 0.02612 0.99043 -0.3 0.0 0.0 -0.429
C -1.97730 1.25464 1.41982 0.1 0.0 0.0 -0.087
C -1.95526 1.58900 2.76043 0.0 0.0 0.0 -0.015
C -1.36144 0.73929 3.70152 0.0 0.0 0.0 -0.025
C -0.78751 -0.44769 3.29397 0.0 0.0 0.0 -0.043
C -0.82067 -0.80856 1.93780 -0.3 -0.2 0.2 -0.181
C -0.39343 -2.91059 -0.80550 0.0 0.0 0.0 -0.343
C -0.47464 -4.26687 -1.13438 0.0 0.0 0.0 0.041
C 0.66279 -5.03186 -1.09904 0.0 0.0 0.0 0.029
C 1.88676 -4.44498 -0.73610 0.0 0.0 0.0 -0.002
C 1.89969 -3.12014 -0.43341 0.1 0.1 0.1 -0.110
N 0.77963 -2.33134 -0.45397 -0.3 -0.3 -0.1 -0.064
H -2.38941 -2.55513 -1.03112 0.0 0.0 0.0 0.141
H -2.06060 0.87670 -3.29903 0.0 0.0 0.0 0.109
H -4.21920 1.55013 -4.28166 0.0 0.0 0.0 0.127
H -6.31153 1.20325 -3.02030 0.0 0.0 0.0 0.131
H -6.26904 0.19527 -0.76863 0.0 0.0 0.0 0.128
H -4.12910 -0.45883 0.25502 0.0 0.0 0.0 0.120
H -2.46084 1.91078 0.70660 0.0 0.0 0.0 0.125
H -2.42578 2.50739 3.08852 0.0 0.0 0.0 0.137
H -1.37638 1.00102 4.75164 0.0 0.0 0.0 0.137
H -0.35860 -1.12810 4.01815 0.0 0.0 0.0 0.136
H -0.56746 -1.84047 1.68885 0.0 0.0 0.0 0.114
H -1.42946 -4.69041 -1.41521 0.0 0.0 0.0 0.140
H 0.61713 -6.08223 -1.35584 0.0 0.0 0.0 0.143
H 2.80065 -5.01939 -0.70177 0.0 0.0 0.0 0.136
H 2.82459 -2.63138 -0.15375 0.0 0.0 0.0 0.088
```
Positions in Å, forces in eV/Å.

Molecular formula: C4H11NOS
Method: DFT, ωB97M-V with the def2-TZVPD basis set

HOMO   -7.7260 eV
2S+1   1
Frontier orbital gap   8.58 eV
E_LUMO   0.853 eV

XYZ file:
```
18
Properties=species:S:1:pos:R:3:forces:R:3:lowdin_charge:R:1
C -2.34537 0.21920 -0.08270 0.8 -0.9 -0.1 -0.091
C -0.30359 -1.16144 0.17731 2.3 3.5 2.8 -0.044
C -0.29065 1.45320 0.66927 2.9 -0.2 -0.6 -0.198
C -0.87308 0.25574 0.04152 1.4 -1.0 -0.2 -0.695
N 1.39341 1.13901 -1.62649 1.9 -0.5 0.0 -0.450
O 2.97518 -1.28072 0.77659 0.6 2.6 -0.6 -0.117
S -0.05770 1.41155 -1.23876 -2.7 0.9 1.4 0.906
H -2.76604 -0.20680 0.78404 -0.5 -0.6 1.3 0.082
H -2.72773 1.17485 -0.14672 -1.1 2.1 -0.6 0.055
H -2.61501 -0.42011 -0.89376 -0.4 -0.2 -0.8 0.085
H -0.97950 -1.76929 -0.23832 -2.2 -2.7 -1.6 0.027
H -0.22069 -1.33689 1.26571 -0.2 -0.3 -0.3 0.103
H 0.71200 -1.28423 -0.16130 0.3 0.1 -0.6 0.049
H -0.97862 2.22278 0.96363 0.0 0.4 0.2 0.064
H 0.77705 1.48208 1.16116 -2.4 -0.3 -0.9 0.136
H 3.51282 -0.47981 0.38305 -1.3 -3.0 1.0 0.104
H 1.38251 0.71778 -2.55243 0.1 -0.2 0.1 -0.038
H 3.40501 -2.13689 0.71820 0.6 0.4 -0.4 0.023
```
Positions in Å, forces in eV/Å.

Molecular formula: C3H7N
Method: DFT, ωB97M-V with the def2-TZVPD basis set

HOMO   -7.2841 eV
2S+1   1
Frontier orbital gap   7.55 eV
E_LUMO   0.265 eV

XYZ file:
```
11
Properties=species:S:1:pos:R:3:forces:R:3:lowdin_charge:R:1
C 0.35694 1.14266 -0.73772 -0.3 -0.8 0.7 -0.067
C -0.06042 0.04410 -0.00751 0.0 2.4 -3.6 -0.632
C -0.07787 0.01172 1.43028 3.9 0.5 -0.7 0.002
N -0.42292 -1.10938 -0.72035 0.4 -0.6 0.2 0.053
H 1.44556 0.16554 0.88846 -2.9 -1.6 2.7 0.263
H 0.22074 1.23258 -1.80621 0.2 -0.4 0.0 0.034
H 1.04113 1.83571 -0.27014 -0.5 0.6 0.1 0.034
H -0.70545 -0.76580 1.84222 0.9 -0.6 0.5 0.066
H -0.01914 0.94491 1.96394 -0.6 0.2 -0.1 0.051
H -0.08075 -0.98290 -1.68563 -0.4 -0.4 0.8 0.093
H 0.06877 -1.91834 -0.28954 -0.8 0.6 -0.5 0.103
```
Positions in Å, forces in eV/Å.

Molecular formula: C4H11NP
Method: DFT, ωB97M-V with the def2-TZVPD basis set

HOMO   -12.7534 eV
2S+1   1
Frontier orbital gap   8.38 eV
E_LUMO   -4.375 eV
Total charge   +1

XYZ file:
```
17
Properties=species:S:1:pos:R:3:forces:R:3:lowdin_charge:R:1
C -0.24799 0.30583 -0.28933 1.1 -0.1 2.4 -0.167
C 0.23960 -0.83720 -1.04307 0.2 -0.2 -0.1 -0.109
C -2.08715 1.49685 -1.44597 0.2 -0.1 0.0 -0.057
C -1.11829 1.26490 -0.31656 -0.4 0.4 0.0 -0.184
N 2.16768 -1.13391 1.74411 -0.2 0.3 0.1 -0.121
P 0.96592 0.34585 2.11795 -0.5 -0.3 -2.2 0.865
H -0.35201 -0.90942 -1.95930 0.0 0.0 -0.1 0.098
H 0.11383 -1.77160 -0.49604 0.0 0.0 0.0 0.080
H 1.28255 -0.71889 -1.33789 0.0 0.0 0.0 0.084
H -1.83098 2.42491 -1.95262 0.0 0.1 -0.1 0.091
H -2.07990 0.68187 -2.16259 -0.1 0.0 -0.1 0.075
H -3.08620 1.60154 -1.02884 -0.1 0.0 0.0 0.089
H -1.20884 1.98273 0.48398 0.2 0.0 0.2 0.104
H 1.67094 -2.01353 1.57845 0.2 0.2 0.0 0.101
H 2.82051 -1.27132 2.52298 -0.2 0.0 -0.2 0.105
H 2.71607 -0.90250 0.91173 -0.1 -0.1 0.2 0.097
H 0.03426 -0.54609 2.67302 -0.2 -0.1 0.0 -0.151
```
Positions in Å, forces in eV/Å.

Number 1: calculated total energy -19470.7048 eV. Number 2: calculated total energy -40207.1551 eV. Number 3: calculated total energy -64747.8748 eV. Number 4: calculated total energy -6203.4203 eV. Number 5: calculated total energy -92155.8317 eV. Number 6: calculated total energy -18696.1634 eV. Number 7: calculated total energy -4710.2443 eV. Number 8: calculated total energy -15095.7952 eV.